A cluster of 2 separate species, C20H23N2O2 in total, computed with ωB97M-V/def2-TZVPD.

As for the charge: +1. For the LUMO energy, the calculation gives -5.035 eV.

Cartesian coordinates (Å):
1 C -1.5585 -1.3976 2.7617
2 N -0.9504 -0.1234 2.4093
3 C -1.8447 1.0167 2.5196
4 N 0.3289 -0.0009 2.8055
5 C 1.0116 1.0877 2.6659
6 H -2.4619 -1.5119 2.1524
7 H -0.8597 -2.2173 2.5676
8 H -1.8599 -1.4416 3.8240
9 H -2.7439 0.7603 1.9469
10 H -2.1561 1.2119 3.5616
11 H -1.3825 1.9205 2.1144
12 H 2.0615 1.0719 2.9712
13 H 0.6063 2.0299 2.2595
14 C 6.2426 -3.2876 6.1375
15 C 5.3886 -3.0710 4.8816
16 C 5.4317 -1.5898 4.6841
17 C 6.2191 -1.0390 5.7294
18 O 6.7086 -1.9581 6.6037
19 C 6.5078 0.3342 5.7859
20 C 5.9938 1.1473 4.8037
21 C 5.0826 0.6518 3.8045
22 C 4.4139 1.4675 2.8582
23 C 4.4830 2.8849 2.7801
24 C 4.3170 3.5011 1.5043
25 C 4.3770 4.8742 1.3869
26 C 4.5901 5.6730 2.5406
27 O 4.6491 7.0087 2.2943
28 C 4.4637 7.1856 0.8347
29 C 4.2270 5.7992 0.2215
30 C 4.7382 5.1006 3.8143
31 C 4.6486 3.7334 3.9283
32 C 4.8598 -0.7582 3.7446
33 H 5.6757 -3.7424 6.9591
34 H 7.1377 -3.8900 5.9380
35 H 5.8103 -3.6048 4.0239
36 H 4.3627 -3.4278 5.0259
37 H 7.1240 0.7133 6.5958
38 H 6.2776 2.1972 4.7963
39 H 3.9061 0.9456 2.0396
40 H 4.1382 2.8820 0.6229
41 H 3.6153 7.8671 0.6940
42 H 5.3762 7.6623 0.4539
43 H 4.9503 5.5895 -0.5710
44 H 3.2227 5.7287 -0.2132
45 H 4.8910 5.7493 4.6711
46 H 4.6841 3.2833 4.9199
47 H 4.2193 -1.1709 2.9634

***

A cluster of 2 separate species, C12H17N in total, computed with ωB97M-V/def2-TZVPD.

As for the SMILES: Cc1c[nH]c2ccccc12.CCC. For the LUMO energy, the calculation gives 0.941 eV.

Cartesian coordinates (Å):
1 C 3.0052 1.5302 -2.0708
2 C 1.6268 1.1542 -1.5213
3 C 0.5766 2.0246 -1.4486
4 N -0.5937 1.2793 -1.3902
5 C -0.3671 -0.0358 -1.1797
6 C -1.3163 -1.0734 -1.0425
7 C -0.7542 -2.3037 -0.8937
8 C 0.6597 -2.4710 -0.9704
9 C 1.5369 -1.5088 -1.2781
10 C 1.0776 -0.1702 -1.2786
11 H 3.6648 1.1743 -1.2863
12 H 3.1593 2.5758 -2.4262
13 H 3.2733 0.9771 -3.0128
14 H 0.4578 3.0817 -1.5457
15 H -1.4043 1.7535 -0.9936
16 H -2.3863 -0.9179 -1.0788
17 H -1.2861 -3.2313 -0.7499
18 H 0.9428 -3.5428 -0.9590
19 H 2.5751 -1.6679 -1.4491
20 C -0.1376 0.8337 2.4791
21 C -1.2169 -0.2349 2.8209
22 C -2.4252 -0.2737 1.9524
23 H 0.8353 0.4708 2.8223
24 H -0.4167 1.7733 2.9652
25 H -0.2419 1.0400 1.4156
26 H -0.7385 -1.1772 3.0061
27 H -1.4704 0.0047 3.8978
28 H -2.4607 -0.9957 1.1645
29 H -3.3337 -0.7096 2.5016
30 H -2.8414 0.6407 1.5499

***

The molecule C4H7NO, computed with ωB97M-V/def2-TZVPD.

As for the SMILES: CCOCC#N. For the LUMO energy, the calculation gives 0.870 eV.

Cartesian coordinates (Å):
1 C 1.0527 1.5621 0.7483
2 C 0.7226 0.1959 0.1849
3 O -0.6890 0.1127 0.0331
4 C -1.1560 -1.1819 -0.1968
5 C -0.5240 -1.8353 -1.3677
6 N 0.0019 -2.3511 -2.2588
7 H 0.6340 1.6769 1.7519
8 H 2.1375 1.6964 0.8023
9 H 0.6369 2.3455 0.1083
10 H 1.0767 -0.6012 0.8578
11 H 1.2057 0.0434 -0.7908
12 H -2.2325 -1.1122 -0.3746
13 H -0.9913 -1.8379 0.6727

***

The molecule C6H7N, computed with ωB97M-V/def2-TZVPD.

For the LUMO energy, the calculation gives -0.009 eV.

Cartesian coordinates (Å):
1 C 0.1216 -1.8406 -0.4197
2 C -0.0232 -0.6076 0.4700
3 C 1.0022 0.5188 0.0846
4 C 0.1680 1.7274 -0.0084
5 N -0.2974 2.8119 -0.1302
6 C -1.3168 0.1006 0.3515
7 C -2.1118 1.0396 0.2041
8 H -0.0599 -1.5794 -1.4678
9 H 1.1216 -2.2803 -0.3311
10 H -0.6150 -2.5946 -0.1296
11 H 0.1616 -0.8914 1.5131
12 H 1.8026 0.6695 0.8175
13 H 1.4586 0.3406 -0.8966
14 H -1.4122 2.5856 -0.0573

***

One value per record, in order, for energy relative to the best compared isomer or geometry (same formula, charge and spin): 43.3, 35.3, 34.9, 139.8 kcal/mol.
One value per record, in order, for calculated total energy: -1035.5810, -522.1641, -286.5760, -287.3645 a.u..